1.
DFT (the ωB97M-V functional and the def2-TZVPD basis) results for C4H12N2S in the gas phase in a non-equilibrium geometry.

Structure (XYZ):
```
19
Properties=species:S:1:pos:R:3:forces:R:3
C -1.46016 2.18501 -0.03437 0.180 1.303 0.019
C -0.27279 1.28587 0.34360 -0.807 -0.067 -0.480
S 0.73504 0.95000 -1.12149 0.309 -0.515 0.159
N -2.32067 1.75602 -1.13916 0.068 -0.327 0.822
H -1.08681 3.19409 -0.25592 -0.179 -0.105 -0.036
H -2.11180 2.29073 0.84708 0.264 -0.017 -0.151
H -0.77137 0.39072 0.73379 0.776 -0.236 -0.083
H 0.43470 1.69262 1.06798 -0.642 0.088 0.278
H -2.57610 0.79567 -0.92495 -0.190 0.017 -0.450
H -1.86000 1.77037 -2.03902 0.236 -0.104 0.127
C 1.18589 -2.48404 0.98529 -0.834 0.002 -0.232
C 1.06428 -0.81619 -0.77435 0.445 0.376 0.368
N 1.38228 -1.06898 0.62124 -0.223 -0.996 0.733
H 1.39011 -2.69230 2.03947 0.262 0.352 -0.147
H 1.76350 -3.17465 0.36388 0.139 -0.094 0.002
H 0.12723 -2.75227 0.85427 0.197 0.122 -0.089
H 1.89314 -1.11607 -1.41626 -0.187 -0.070 -0.439
H 0.14548 -1.33926 -1.03757 0.169 -0.283 0.105
H 2.33802 -0.86735 0.88649 0.017 0.557 -0.507
```
Positions in Å, forces in eV/Å.

Calculated values
Largest force on an atom in eV/A: 1.315
E_LUMO in eV: 0.89
Energy in hartree: -667.2708
Frontier orbital gap in eV: 9.43
SMILES: CNCSCCN
HOMO level in eV: -8.54
Relative energy (zero: lowest compared OMol25 entry of this formula, charge and spin) in kJ/mol: 63.2

2.
DFT (the ωB97M-V functional and the def2-TZVPD basis) results for 2 unconnected molecules or ions with the total composition C4H12N2S.

Structure (XYZ):
```
19
Properties=species:S:1:pos:R:3:forces:R:3
C -1.26339 1.47006 -1.67727 -0.329 -0.031 0.147
C -2.10754 1.64719 -0.42289 0.110 0.023 0.449
S -1.69578 0.47876 0.91979 -0.036 -0.234 -0.179
H -1.48138 0.51226 -2.14412 -0.061 -0.151 -0.126
H -0.20834 1.48214 -1.42814 0.323 0.105 0.102
H -1.45358 2.27054 -2.38891 -0.013 0.086 -0.263
H -3.17030 1.52616 -0.65384 0.128 0.051 -0.107
H -1.97654 2.66555 -0.04506 -0.037 -0.024 -0.074
C 1.25758 -1.29370 1.53617 0.208 -0.037 -0.221
C 1.40022 -0.59333 0.40450 0.099 0.000 -0.082
N 1.71212 -1.33406 -0.83649 0.209 0.146 0.246
N 0.69001 -0.77771 2.65192 -0.447 0.184 -0.294
H 1.62928 -2.31576 1.57263 -0.100 -0.090 0.078
H 1.00459 0.39394 0.22967 -0.106 -0.039 0.071
H 2.44336 -0.87943 -1.38617 -0.068 -0.029 0.004
H 2.02591 -2.27694 -0.60736 -0.031 -0.034 -0.079
H 0.87069 -1.40328 -1.41271 -0.158 0.002 -0.068
H -0.05923 -0.10639 2.36820 0.267 -0.001 0.332
H 0.38233 -1.46599 3.32008 0.044 0.074 0.066
```
Positions in Å, forces in eV/Å.

Calculated values
Largest force on an atom in eV/A: 0.566
E_LUMO in eV: -0.56
Energy in hartree: -667.1917
Frontier orbital gap in eV: 5.37
HOMO level in eV: -5.93
Relative energy (zero: lowest compared OMol25 entry of this formula, charge and spin) in kJ/mol: 270.8

3.
DFT (the ωB97M-V functional and the def2-TZVPD basis) results for C4H12N2S in the gas phase in a non-equilibrium geometry.

Structure (XYZ):
```
19
Properties=species:S:1:pos:R:3:forces:R:3
C 0.41248 1.17582 -1.03281 -1.065 -1.547 -0.719
N 0.18304 1.92160 0.17058 1.182 1.024 3.813
C -1.19916 2.28496 1.06085 0.208 -1.068 -4.306
N -1.64561 1.44554 2.13889 0.435 1.388 -0.180
C -0.32539 -0.21083 -0.93595 0.744 1.270 -4.369
C 0.39848 -1.10124 -0.01664 2.407 -1.392 0.001
S 1.15592 -2.61998 -0.78740 -0.346 -0.179 -0.122
H 1.50389 0.85413 -1.16233 -1.204 1.005 0.469
H 0.16541 1.77405 -1.93326 -0.179 -0.509 0.356
H 0.95296 1.57748 0.79312 -1.367 0.971 -0.079
H -1.09682 3.32668 1.35734 0.340 -0.283 0.180
H -1.95414 2.30416 0.13851 1.211 -0.200 2.170
H -1.29653 1.64396 3.07853 0.112 0.009 -0.765
H -1.59594 0.48357 1.92643 -0.013 -1.049 -0.144
H -0.34571 -0.63973 -2.02312 0.326 0.372 1.803
H -1.38172 -0.09052 -0.77780 -0.453 0.180 0.803
H -0.25914 -1.60321 0.58824 -1.566 -0.704 2.118
H 1.26647 -0.74584 0.62029 -1.304 0.306 -0.863
H 0.06606 -3.42727 -0.62662 0.532 0.406 -0.166
```
Positions in Å, forces in eV/Å.

Calculated values
Largest force on an atom in eV/A: 4.611
E_LUMO in eV: 0.83
Energy in hartree: -667.2116
Frontier orbital gap in eV: 9.00
SMILES: NCNCCCS
HOMO level in eV: -8.16
Relative energy (zero: lowest compared OMol25 entry of this formula, charge and spin) in kJ/mol: 218.7

4.
DFT (the ωB97M-V functional and the def2-TZVPD basis) results for a gas-phase ion, C4H12N2S (charge +1) in a non-equilibrium geometry.

Structure (XYZ):
```
19
Properties=species:S:1:pos:R:3:forces:R:3
N -0.50975 1.40373 0.07722 0.315 0.056 0.427
C 0.51084 0.56892 -0.56059 0.503 0.439 0.935
C 0.25433 0.48826 -2.03602 -0.243 -0.844 -1.076
S 0.43851 1.99086 -2.98890 0.633 0.065 0.011
C 0.41010 -0.86144 0.02717 0.157 -0.937 -0.861
N 0.47502 -0.92545 1.44418 -0.687 -1.732 0.278
C -0.68234 -1.31650 2.18328 -1.017 0.979 0.819
H -0.54780 1.23331 1.08057 0.010 -0.001 -0.154
H -0.19236 2.36893 0.03130 -0.313 0.084 -0.354
H 1.51696 0.92488 -0.30877 0.063 -0.034 -0.303
H -0.74702 0.08528 -2.16415 -0.313 0.178 -0.031
H 0.87000 -0.22187 -2.59898 0.351 -0.024 0.573
H -0.65432 2.55699 -2.53810 -0.710 0.478 0.199
H -0.50969 -1.32818 -0.33741 -0.340 0.376 0.448
H 1.18599 -1.51521 -0.38913 0.369 0.487 0.112
H 1.31651 -1.23230 1.92555 0.541 0.656 -0.381
H -0.49356 -1.49259 3.23535 0.414 0.158 0.070
H -1.44845 -0.52994 2.10669 0.056 -0.006 -0.084
H -1.19296 -2.19767 1.81073 0.210 -0.378 -0.628
```
Positions in Å, forces in eV/Å.

Calculated values
Total charge: +1
Largest force on an atom in eV/A: 1.883
E_LUMO (alpha / beta) in eV: -3.24 / -8.20
Energy in hartree: -666.9694
Frontier orbital gap (alpha / beta) in eV: 9.36 / 4.27
HOMO level (alpha / beta) in eV: -12.60 / -12.48
Relative energy (zero: lowest compared OMol25 entry of this formula, charge and spin) in kJ/mol: 139.1
2S+1: 2

5.
DFT (the ωB97M-V functional and the def2-TZVPD basis) results for C4H12N2S2 in the gas phase in a non-equilibrium geometry.

Structure (XYZ):
```
20
Properties=species:S:1:pos:R:3:forces:R:3
N -1.00545 0.67809 2.41567 -1.128 -2.408 0.442
C -1.16923 1.84485 1.59926 0.390 0.513 -0.087
C 0.24878 2.21537 0.96182 -2.473 2.999 0.727
S 0.37693 1.74108 -0.73905 -0.462 1.223 -0.723
S 1.07729 -0.08739 -0.82773 2.999 -0.268 0.251
C -0.20943 -1.22196 -0.73585 -0.990 -2.769 0.371
C 0.26074 -2.73346 -0.45237 1.230 0.400 -3.823
N -0.85058 -3.59843 -0.98123 0.692 -0.647 1.714
H -1.16256 -0.25941 2.03301 -0.553 0.861 -0.442
H -0.12279 0.51847 2.84494 0.843 0.870 0.391
H -1.94230 1.71585 0.80241 0.854 -0.324 0.422
H -1.68162 2.61637 2.25541 1.276 -0.246 -0.708
H 0.32180 3.36683 0.97490 -0.077 -1.501 -0.433
H 1.06890 1.92895 1.58022 0.521 -0.694 0.355
H -0.70679 -1.25269 -1.70911 -0.208 -0.187 0.348
H -0.90971 -0.97009 0.04966 -0.320 0.188 0.034
H 0.78706 -3.01962 0.42042 -0.796 0.324 2.207
H 1.25015 -3.01573 -1.05573 -2.194 0.981 -0.063
H -0.38754 -4.50199 -1.17715 -0.827 0.466 0.138
H -1.57512 -3.77246 -0.22870 1.221 0.220 -1.121
```
Positions in Å, forces in eV/Å.

Calculated values
Largest force on an atom in eV/A: 4.036
E_LUMO in eV: 0.77
Energy in hartree: -1065.4264
Frontier orbital gap in eV: 9.39
SMILES: NCCSSCCN
HOMO level in eV: -8.62
Relative energy (zero: lowest compared OMol25 entry of this formula, charge and spin) in kJ/mol: 156.3

6.
DFT (the ωB97M-V functional and the def2-TZVPD basis) results for C4H12N2Si in the gas phase in a non-equilibrium geometry.

Structure (XYZ):
```
19
Properties=species:S:1:pos:R:3:forces:R:3
C 0.52725 1.16583 -1.59988 1.649 1.580 1.339
C 1.79210 0.19467 1.41353 -1.195 0.041 -1.912
C 0.41001 -1.90523 -0.70779 -0.876 1.502 -2.822
C -1.07529 0.49449 1.00669 2.595 2.833 -0.882
N -3.00297 -0.20301 0.30624 -0.872 -1.604 0.389
N -2.11192 0.61262 0.10493 -1.594 -0.192 -2.067
Si 0.51367 -0.10090 -0.08654 -0.515 1.392 0.673
H -0.05979 0.89515 -2.47046 0.217 -0.634 -0.102
H 0.06967 2.20155 -1.34176 0.981 -1.673 0.041
H 1.66001 1.34227 -1.87137 -2.212 -0.269 0.171
H 1.47511 -0.28619 2.32864 -0.107 -0.151 0.086
H 2.80525 0.01063 1.19888 1.355 -1.051 -0.313
H 1.85976 1.25474 1.54745 -0.634 0.896 0.348
H -0.32123 -2.33026 -0.11476 -1.446 -1.261 1.545
H 0.07362 -2.20211 -1.77954 0.372 1.328 1.530
H 1.29772 -2.43573 -0.63155 1.861 -0.905 0.668
H -1.33172 -0.03511 1.86643 -0.292 -1.269 1.510
H -0.88253 1.59308 1.28208 0.518 -1.476 -0.164
H -3.69870 -0.26646 -0.45122 0.195 0.913 -0.038
```
Positions in Å, forces in eV/Å.

Calculated values
Largest force on an atom in eV/A: 3.942
E_LUMO in eV: 0.92
Energy in hartree: -558.5360
Frontier orbital gap in eV: 9.66
SMILES: [H]/N=N/C[Si](C)(C)C
HOMO level in eV: -8.74
Relative energy (zero: lowest compared OMol25 entry of this formula, charge and spin) in kJ/mol: 248.1

7.
DFT (the ωB97M-V functional and the def2-TZVPD basis) results for 2 unconnected molecules or ions with the total composition C4H12N3 in a non-equilibrium geometry.

Structure (XYZ):
```
19
Properties=species:S:1:pos:R:3:forces:R:3
N -0.84958 0.20941 -0.87051 -1.102 -0.017 1.700
C -0.64593 -0.01153 -2.09809 -0.094 -1.919 -2.597
N -1.41337 -0.77641 -2.96898 0.120 0.196 1.685
H -1.65716 -0.30140 -0.48581 0.475 0.482 0.082
H -0.18358 0.86405 -0.12105 -0.120 0.140 -1.043
H 0.22695 0.35837 -2.58312 0.715 0.530 -0.070
H -0.97333 -1.47253 -3.57536 0.235 0.913 0.030
H -2.25051 -1.17938 -2.56212 -0.026 0.100 -0.005
N 0.72501 1.67842 0.71398 -0.079 -0.235 0.439
C 1.46079 0.63276 1.47828 0.987 0.130 0.221
C 0.28742 -1.61517 1.86972 0.892 1.705 0.064
C 0.49332 -0.29293 2.09450 -1.519 -1.569 0.075
H 1.42981 2.29559 0.30063 -0.564 0.011 -0.001
H 0.16963 2.22066 1.39442 0.378 -0.094 -0.583
H 2.04854 1.12033 2.27727 -0.063 -0.247 -0.325
H 2.16075 0.11812 0.81038 -0.167 0.119 0.040
H -0.50261 -2.12125 2.40679 0.039 -0.120 -0.084
H 0.94397 -2.19496 1.20675 -0.323 0.226 0.322
H -0.22043 0.23367 2.74336 0.215 -0.353 0.050
```
Positions in Å, forces in eV/Å.

Calculated values
Total charge: +1
Largest force on an atom in eV/A: 3.230
E_LUMO in eV: -2.90
Energy in hartree: -323.6174
Frontier orbital gap in eV: 10.62
HOMO level in eV: -13.51
Relative energy (zero: lowest compared OMol25 entry of this formula, charge and spin) in kJ/mol: 159.8

8.
DFT (the ωB97M-V functional and the def2-TZVPD basis) results for 2 unconnected molecules or ions with the total composition C4H12N3 in a non-equilibrium geometry.

Structure (XYZ):
```
19
Properties=species:S:1:pos:R:3:forces:R:3
C 2.27482 0.75626 1.05135 -0.122 -0.638 -1.111
C 1.98815 -0.45318 0.14633 -0.450 -0.829 0.394
C 1.28568 -0.02521 -1.16229 0.711 1.058 0.336
N 0.08602 0.57424 -0.85093 0.694 -0.309 -0.574
C -2.80815 -0.00720 0.12522 -0.895 0.212 0.207
N -2.30920 -1.27010 0.00911 0.548 0.345 0.157
N -3.90614 0.12810 0.74564 -0.174 -0.309 0.195
H 1.30560 1.27515 1.06448 0.512 0.363 0.624
H 3.07841 1.35379 0.61603 -0.231 0.273 0.190
H 2.60551 0.35374 2.00595 -0.186 0.357 0.164
H 2.87206 -1.05361 -0.06538 -0.078 -0.007 -0.121
H 1.24333 -1.07809 0.64815 0.279 -0.191 0.118
H 1.92625 0.55838 -1.85303 -0.336 0.142 -0.101
H 1.20065 -0.95922 -1.78434 -0.490 -0.053 0.207
H -0.12954 1.30328 -1.54849 -0.163 -0.086 -0.059
H -2.69199 -1.89177 0.70891 0.026 -0.279 -0.194
H -1.33847 -1.38371 -0.24616 -0.145 -0.074 0.014
H -4.42927 0.99362 0.70086 0.432 0.231 -0.146
H -2.25370 0.82554 -0.31144 0.071 -0.206 -0.301
```
Positions in Å, forces in eV/Å.

Calculated values
Total charge: +1
Largest force on an atom in eV/A: 1.318
E_LUMO in eV: -9.19
Energy in hartree: -323.4186
Frontier orbital gap in eV: 3.80
HOMO level in eV: -12.99
Relative energy (zero: lowest compared OMol25 entry of this formula, charge and spin) in kJ/mol: 681.8

- Look up the energy of the sixth one.
  -558.5360 hartree

What did the fifth record say?
DFT (the ωB97M-V functional and the def2-TZVPD basis) results for C4H12N2S2 in the gas phase in a non-equilibrium geometry.

Structure (XYZ):
```
20
Properties=species:S:1:pos:R:3:forces:R:3
N -1.00545 0.67809 2.41567 -1.128 -2.408 0.442
C -1.16923 1.84485 1.59926 0.390 0.513 -0.087
C 0.24878 2.21537 0.96182 -2.473 2.999 0.727
S 0.37693 1.74108 -0.73905 -0.462 1.223 -0.723
S 1.07729 -0.08739 -0.82773 2.999 -0.268 0.251
C -0.20943 -1.22196 -0.73585 -0.990 -2.769 0.371
C 0.26074 -2.73346 -0.45237 1.230 0.400 -3.823
N -0.85058 -3.59843 -0.98123 0.692 -0.647 1.714
H -1.16256 -0.25941 2.03301 -0.553 0.861 -0.442
H -0.12279 0.51847 2.84494 0.843 0.870 0.391
H -1.94230 1.71585 0.80241 0.854 -0.324 0.422
H -1.68162 2.61637 2.25541 1.276 -0.246 -0.708
H 0.32180 3.36683 0.97490 -0.077 -1.501 -0.433
H 1.06890 1.92895 1.58022 0.521 -0.694 0.355
H -0.70679 -1.25269 -1.70911 -0.208 -0.187 0.348
H -0.90971 -0.97009 0.04966 -0.320 0.188 0.034
H 0.78706 -3.01962 0.42042 -0.796 0.324 2.207
H 1.25015 -3.01573 -1.05573 -2.194 0.981 -0.063
H -0.38754 -4.50199 -1.17715 -0.827 0.466 0.138
H -1.57512 -3.77246 -0.22870 1.221 0.220 -1.121
```
Positions in Å, forces in eV/Å.

Calculated values
Largest force on an atom in eV/A: 4.036
E_LUMO in eV: 0.77
Energy in hartree: -1065.4264
Frontier orbital gap in eV: 9.39
SMILES: NCCSSCCN
HOMO level in eV: -8.62
Relative energy (zero: lowest compared OMol25 entry of this formula, charge and spin) in kJ/mol: 156.3